Computed, not measured: 5 unconnected molecules or ions with the total composition C40H49BN4O14PS, with ωB97M-V with the def2-TZVPD basis set.

The electronic energy comes out at -97690.850 eV. The lowest unoccupied orbital energy is 1.08 eV. As for the net charge: -1. The HOMO-LUMO gap comes out at 5.900 eV. Its spin multiplicity is 1.

Structure (XYZ):
```
110
Properties=species:S:1:pos:R:3:lowdin_charge:R:1
C 3.2211 1.8498 -0.6662 0.083
C 2.2225 1.6005 -1.2707 -0.170
C 1.0009 1.3660 -2.0131 -0.174
C 0.2117 0.0808 -1.7365 -0.497
P -0.5508 0.2904 -0.0191 0.775
O -1.8669 0.9721 -0.0319 -0.436
O -0.8533 0.1793 -2.6019 -0.034
B -1.4366 -1.1896 -2.8014 -0.707
C -2.7218 -1.6088 -1.8932 -0.124
C -3.0241 -3.0906 -2.1449 -0.199
C -4.4790 -3.4813 -1.9597 -0.173
O -4.9496 -3.2431 -0.6063 -0.021
C -5.7212 -2.1401 -0.4183 -0.537
C -5.3391 -1.3031 0.7669 0.014
O -6.6624 -1.8825 -1.1207 0.093
O -0.2822 -2.0555 -2.4816 -0.040
C 0.8695 -1.3240 -2.0741 -0.404
C 1.2854 -2.1743 -0.8734 -0.369
S 2.3412 -1.4057 0.4011 0.869
C 3.7015 -2.5932 0.6006 -0.528
C 3.6078 -3.4645 1.8595 -0.145
C 1.7302 -1.2531 -3.3532 -0.043
C 2.9858 -2.0941 -3.4713 -0.417
C 4.1450 -1.6734 -2.5804 -0.039
O 2.7590 -3.4917 -3.3347 -0.034
H 3.9817 1.8801 0.0635 0.021
H 0.3264 2.1904 -1.7970 0.114
H 1.2258 1.4272 -3.0677 0.118
H 0.3548 1.1301 0.6667 0.016
H -0.5781 -0.9238 0.6898 0.015
H -1.8264 -1.2300 -3.9823 0.108
H -3.6130 -1.0265 -2.1223 0.103
H -2.5473 -1.5163 -0.8270 0.063
H -2.6683 -3.3848 -3.1285 0.106
H -2.4549 -3.6647 -1.4209 0.110
H -4.5622 -4.5521 -2.1132 0.110
H -5.1216 -2.9964 -2.6827 0.116
H -4.3129 -1.5063 1.0133 0.075
H -5.9297 -1.6351 1.6131 0.076
H -5.4893 -0.2579 0.5592 0.088
H 1.7432 -3.1072 -1.1658 0.081
H 0.3615 -2.4255 -0.3841 0.057
H 3.6525 -3.2460 -0.2538 0.050
H 4.6090 -2.0141 0.5710 0.029
H 2.7713 -3.1989 2.4875 0.052
H 4.5523 -3.4359 2.3893 0.060
H 3.4694 -4.4969 1.5660 0.062
H 1.0666 -1.5601 -4.1492 0.134
H 2.0390 -0.2478 -3.6139 0.114
H 3.3376 -1.9256 -4.4907 0.127
H 4.5828 -2.5390 -2.1044 0.068
H 3.8595 -0.9086 -1.8719 0.046
H 4.9241 -1.2460 -3.2011 0.074
H 2.0124 -3.7194 -3.8938 0.096
C -6.0248 -3.8644 4.9034 -0.067
C -5.3735 -2.7130 5.3192 -0.074
C -3.9899 -2.6474 5.2744 -0.007
C -3.2842 -3.7394 4.8111 -0.145
C -3.9149 -4.8969 4.3946 -0.007
C -5.2965 -4.9553 4.4434 -0.068
N -1.8145 -3.6667 4.7488 -0.354
O -1.2827 -2.6508 5.1439 0.076
O -1.2202 -4.6325 4.3149 0.074
H -7.1054 -3.9110 4.9321 0.106
H -5.9424 -1.8658 5.6698 0.088
H -3.4740 -1.7545 5.5916 0.118
H -3.3414 -5.7377 4.0361 0.117
H -5.8069 -5.8511 4.1180 0.104
C -5.1909 4.7024 3.3866 -0.074
C -6.2797 4.2941 4.1478 -0.075
C -6.5090 2.9460 4.3604 -0.011
C -5.6329 2.0290 3.8085 -0.141
C -4.5493 2.4118 3.0431 0.014
C -4.3325 3.7634 2.8321 -0.053
N -5.8598 0.5938 4.0432 -0.323
O -6.8488 0.2724 4.6800 0.061
O -5.0501 -0.1867 3.5888 0.073
H -5.0135 5.7576 3.2234 0.104
H -6.9498 5.0270 4.5756 0.103
H -7.3533 2.6182 4.9478 0.115
H -3.8852 1.6811 2.6027 0.124
H -3.4908 4.0780 2.2313 0.114
C 8.0190 1.9889 -1.9001 -0.068
C 7.0232 1.4650 -1.0873 -0.056
C 6.9885 0.1058 -0.8227 0.003
C 7.9583 -0.7065 -1.3793 -0.146
C 8.9526 -0.2060 -2.1968 -0.009
C 8.9795 1.1542 -2.4562 -0.071
N 7.9269 -2.1504 -1.0894 -0.347
O 7.0283 -2.5492 -0.3821 0.075
O 8.7899 -2.8478 -1.5818 0.076
H 8.0452 3.0514 -2.1018 0.107
H 6.2726 2.1147 -0.6601 0.094
H 6.2141 -0.3106 -0.1960 0.111
H 9.6947 -0.8623 -2.6251 0.116
H 9.7515 1.5635 -3.0928 0.104
C 0.0140 6.8228 -3.2325 -0.071
C 0.7967 7.9537 -3.0327 -0.074
C 1.8920 7.9010 -2.1878 -0.012
C 2.1852 6.7070 -1.5558 -0.147
C 1.4161 5.5735 -1.7350 0.009
C 0.3210 5.6359 -2.5828 -0.052
N 3.3630 6.6318 -0.6767 -0.357
O 4.0215 7.6424 -0.5239 0.065
O 3.6096 5.5622 -0.1670 0.078
H -0.8375 6.8674 -3.8982 0.106
H 0.5547 8.8774 -3.5396 0.103
H 2.5063 8.7739 -2.0284 0.115
H 1.6585 4.6492 -1.2284 0.109
H -0.2895 4.7567 -2.7366 0.111
```


Computed, not measured: 2 unconnected molecules or ions with the total composition C5H14, with ωB97M-V with the def2-TZVPD basis set.

The relative energy (zero: lowest compared OMol25 entry of this formula, charge and spin) is 0.3951 eV. The electronic energy comes out at -5411.655 eV. The lowest unoccupied orbital energy is 1.16 eV. As for the net charge: 0. The HOMO-LUMO gap comes out at 12.498 eV. Its spin multiplicity is 1.

Structure (XYZ):
```
19
Properties=species:S:1:pos:R:3:nbo_charge:R:1
C -0.2627 1.2252 -0.7782 -0.397
C 1.0229 0.5372 -1.3024 -0.608
C -0.7923 2.3214 -1.7461 -0.614
H -0.9772 0.4131 -0.6698 0.196
H -0.0725 1.6900 0.1806 0.194
H 1.5468 0.1093 -0.4517 0.208
H -1.8242 2.0892 -2.0212 0.210
H -0.6073 3.2926 -1.3021 0.210
H -0.2329 2.2803 -2.6803 0.198
H 0.7469 -0.2983 -1.9588 0.200
H 1.6034 1.1909 -1.9552 0.202
C -0.2459 -2.3527 1.2925 -0.609
C 0.2630 -1.5773 2.5041 -0.606
H -1.0889 -1.8977 0.7726 0.204
H 0.5424 -2.4604 0.5307 0.199
H -0.4213 -3.3869 1.5819 0.205
H 1.0094 -2.1735 3.0277 0.203
H -0.5545 -1.4733 3.2263 0.200
H 0.6402 -0.5840 2.2893 0.203
```


Computed, not measured: 2 unconnected molecules or ions with the total composition C2H8OS, with ωB97M-V with the def2-TZVPD basis set.

The relative energy (zero: lowest compared OMol25 entry of this formula, charge and spin) is 2.8112 eV. The electronic energy comes out at -15074.803 eV. The lowest unoccupied orbital energy (spin up / spin down) is -5.09 / -10.83 eV. As for the net charge: +1. The HOMO-LUMO gap (spin up / spin down) comes out at 7.383 / 1.640 eV. Its spin multiplicity is 2.

Structure (XYZ):
```
12
Properties=species:S:1:pos:R:3:nbo_charge:R:1
S 0.9931 -3.0197 -4.0507 0.631
H 0.8260 -1.8344 -4.6893 0.192
H 0.1471 -3.7087 -4.8085 0.177
C -0.5620 0.6492 1.8653 -0.085
O -1.5261 0.0638 0.8529 -0.737
C 0.6226 1.5297 1.3064 -0.628
H -1.0362 1.3001 2.6982 0.181
H 0.0449 -0.1837 2.2048 0.173
H -2.3489 0.3348 1.3252 0.476
H 0.3988 2.4024 0.6218 0.215
H 1.3391 1.6949 2.0523 0.220
H 1.1015 0.7717 0.6216 0.185
```


Computed, not measured: 2 unconnected molecules or ions with the total composition C5H21NP2, with ωB97M-V with the def2-TZVPD basis set.

The electronic energy comes out at -25587.743 eV. The lowest unoccupied orbital energy is -0.09 eV. As for the net charge: 0. The HOMO-LUMO gap comes out at 6.324 eV. Its spin multiplicity is 1.

Structure (XYZ):
```
29
Properties=species:S:1:pos:R:3:nbo_charge:R:1
C -2.0951 0.0930 -1.2461 -0.614
C -1.2632 -0.9436 -0.5011 -0.443
C -0.6516 -0.6767 0.8834 -0.705
P 1.2574 -0.3240 0.7016 0.494
P 1.3157 1.9953 0.8173 0.421
C 0.1698 2.5284 2.1459 -0.938
C 0.5323 2.6821 -0.6964 -0.940
H -1.5598 0.5466 -2.0793 0.210
H -2.3566 0.9137 -0.5750 0.211
H -3.0254 -0.3295 -1.6163 0.206
H -0.3430 -1.2009 -1.0186 0.180
H -1.9015 -1.8321 -0.4057 0.182
H -0.6654 -1.6153 1.4436 0.197
H -1.1927 0.0525 1.4884 0.215
H 1.1401 -0.2679 -0.8120 -0.217
H 2.6766 -0.2913 0.5408 -0.096
H 1.3909 -0.3749 2.1508 -0.123
H 1.3742 -1.9540 0.5519 -0.273
H 0.3677 1.8838 3.0032 0.230
H -0.8938 2.4682 1.9034 0.202
H 0.4007 3.5503 2.4414 0.227
H -0.5538 2.7821 -0.6480 0.207
H 0.7945 2.0369 -1.5361 0.226
H 0.9501 3.6682 -0.8928 0.227
N 0.8344 -3.1075 -1.2279 -0.927
H 1.0032 -2.5193 -2.0416 0.430
H 1.1206 -2.5128 -0.3244 0.367
H -0.1678 -3.2665 -1.1489 0.429
H 1.3413 -3.9849 -1.3015 0.416
```


Computed, not measured: C7H9FN2O2S in the gas phase, with ωB97M-V with the def2-TZVPD basis set.

The electronic energy comes out at -28028.453 eV. The lowest unoccupied orbital energy is -0.08 eV. As for the net charge: 0. The HOMO-LUMO gap comes out at 9.875 eV. Its spin multiplicity is 1.

Structure (XYZ):
```
22
Properties=species:S:1:pos:R:3:nbo_charge:R:1
C -0.1177 -1.1489 1.1092 -0.203
C 0.9450 -0.1130 -0.7816 -0.202
C -1.3714 -0.8567 0.5577 -0.177
C -0.3205 0.0634 -1.4006 -0.174
C 1.0622 -0.7534 0.4870 0.021
C -1.4243 -0.3191 -0.6875 -0.331
C 2.4281 -1.1570 0.9627 -0.636
N -2.7032 2.3345 -0.7016 -0.620
N -3.5531 1.1496 -0.3727 -0.125
O -3.8374 -1.1737 -1.5870 -0.879
O -2.6822 0.5904 -2.8151 -0.933
F -5.0605 1.5132 -0.7276 -0.330
S -2.9748 -0.0547 -1.5594 2.236
H -0.2430 -1.6073 2.0832 0.219
H 1.8219 0.3345 -1.1370 0.213
H -2.1648 -1.1856 1.2059 0.241
H -0.5292 0.7973 -2.2058 0.261
H 2.6490 -2.0133 0.4249 0.230
H 3.2601 -0.5076 0.7259 0.222
H 2.4811 -1.2468 2.0216 0.222
H -3.1013 3.0755 -0.1815 0.372
H -3.0063 2.4597 -1.6642 0.372
```


Computed, not measured: a molecular structure, C27H31AsCeNOS5, with ωB97M-V with the def2-TZVPD basis set.

The electronic energy comes out at -159972.879 eV. The lowest unoccupied orbital energy (spin up / spin down) is -5.41 / -5.38 eV. As for the net charge: +2. The HOMO-LUMO gap (spin up / spin down) comes out at 7.982 / 8.071 eV. Its spin multiplicity is 2.

Structure (XYZ):
```
67
Properties=species:S:1:pos:R:3:lowdin_charge:R:1
Ce -1.0561 0.3296 1.0413 0.720
C -1.8870 -1.9397 -1.7810 -0.464
C -2.4678 -2.9463 -0.7881 -0.462
S -2.2626 -2.5069 0.9717 0.894
C -3.9665 -2.4096 1.5845 -0.488
C -4.7920 -1.2184 1.1218 -0.493
S -4.0682 0.3325 1.7120 0.890
C -4.7577 1.5118 0.5173 -0.481
C -3.9237 2.7807 0.4056 -0.466
S -2.3009 2.6817 -0.4202 0.878
C -2.6626 2.2022 -2.1374 -0.469
C -2.0511 0.8648 -2.5629 -0.467
S -2.7732 -0.3940 -1.4988 0.906
H -2.0520 -2.2994 -2.7965 0.104
H -0.8170 -1.8042 -1.6249 0.058
H -1.9967 -3.9162 -0.9374 0.093
H -3.5372 -3.0770 -0.9590 0.091
H -3.8552 -2.4105 2.6705 0.090
H -4.4774 -3.3387 1.3309 0.100
H -5.8018 -1.3085 1.5227 0.101
H -4.8673 -1.1832 0.0351 0.052
H -5.7593 1.7878 0.8472 0.101
H -4.8557 1.0091 -0.4448 0.052
H -3.6770 3.1845 1.3896 0.089
H -4.4981 3.5496 -0.1111 0.099
H -2.2793 2.9958 -2.7770 0.091
H -3.7468 2.1904 -2.2577 0.093
H -0.9634 0.8802 -2.4640 0.073
H -2.2931 0.6693 -3.6071 0.102
S -0.5071 3.3408 4.9246 0.728
C -0.9141 2.3660 3.7555 -0.935
N -1.2126 1.6479 2.8434 -0.176
O 0.4530 -1.1812 0.6190 -0.635
As 1.9879 -0.5197 0.2165 1.283
C 1.6305 1.3569 0.1796 -0.361
C 1.3508 2.0298 -1.0175 -0.100
C 1.0836 3.3890 -0.9888 -0.057
C 1.0612 4.0717 0.2242 -0.028
C 1.3036 3.4022 1.4133 -0.032
C 1.5945 2.0418 1.3974 -0.124
C 2.4732 -1.1730 -1.4798 -0.310
C 3.3088 -0.4406 -2.3181 -0.088
C 3.7044 -0.9955 -3.5268 -0.046
C 3.2759 -2.2684 -3.8778 -0.040
C 2.4527 -2.9986 -3.0286 -0.048
C 2.0457 -2.4556 -1.8188 -0.090
C 3.2421 -0.9046 1.5587 -0.316
C 3.1448 -2.1251 2.2220 -0.074
C 4.1141 -2.4537 3.1563 -0.046
C 5.1608 -1.5753 3.4095 -0.037
C 5.2520 -0.3636 2.7366 -0.045
C 4.2880 -0.0173 1.8009 -0.085
H 1.3965 1.5084 -1.9653 0.106
H 0.9002 3.9216 -1.9135 0.127
H 0.8528 5.1336 0.2393 0.130
H 1.2700 3.9288 2.3587 0.112
H 1.8359 1.5364 2.3260 0.128
H 3.6746 0.5391 -2.0366 0.112
H 4.3548 -0.4380 -4.1874 0.121
H 3.5961 -2.6995 -4.8171 0.122
H 2.1376 -3.9959 -3.3057 0.119
H 1.4081 -3.0272 -1.1558 0.108
H 2.3239 -2.8044 2.0293 0.112
H 4.0533 -3.3948 3.6861 0.120
H 5.9138 -1.8389 4.1404 0.122
H 6.0721 0.3115 2.9406 0.120
H 4.3632 0.9281 1.2777 0.112
```